(1)
This record from the Open Molecules 2025 dataset describes a 2-piece molecular cluster, C2H2N2OS overall. The level of theory is wB97M-V/def2-TZVPD.

Calculated values
- DFT total energy: -17966.4283 eV
- Molar mass: 102.12 g/mol
- HOMO level: -8.82 eV
- Gap between HOMO and LUMO: 9.232 eV
- Energy relative to the best compared isomer or geometry (same formula, charge and spin): 2.548 eV
- Structure (SMILES): C#[N+][S-].N=C=O

Positions of all 8 atoms, in Å:
C (-1.766, 0.857, 2.267)
N (-0.764, 0.678, 1.630)
S (0.536, 0.537, 0.766)
H (-2.574, 0.839, 2.796)
N (2.939, -0.125, -0.186)
C (2.731, -1.179, -0.671)
O (2.382, -2.272, -0.897)
H (2.867, 0.929, -0.145)

Forces on the atoms, in the same order (eV/Å):
8.47 -0.87 -5.42
-5.29 1.28 3.15
0.50 -0.27 -0.26
-4.34 -0.05 2.87
1.23 3.48 0.32
-1.46 -0.81 0.57
0.62 -0.17 -0.71
0.28 -2.58 -0.51

---

(2)
This record from the Open Molecules 2025 dataset describes a single C2H2N2OS molecule. The level of theory is wB97M-V/def2-TZVPD.

Calculated values
- DFT total energy: -17967.3993 eV
- Molar mass: 102.12 g/mol
- HOMO level: -8.89 eV
- Gap between HOMO and LUMO: 9.300 eV
- Energy relative to the best compared isomer or geometry (same formula, charge and spin): 1.577 eV
- Structure (SMILES): S=c1[nH]cno1

Positions of all 8 atoms, in Å:
S (-2.589, 0.200, 0.921)
C (-1.024, 0.273, 0.188)
N (0.111, -0.531, 0.422)
C (1.115, -0.194, -0.510)
N (0.741, 0.871, -1.133)
O (-0.615, 1.190, -0.726)
H (0.199, -1.190, 1.175)
H (2.061, -0.618, -0.336)

Forces on the atoms, in the same order (eV/Å):
2.82 0.10 -1.29
-0.51 -0.39 1.38
-0.94 0.77 -1.33
-3.59 1.79 2.60
0.18 0.01 -0.82
1.17 -1.84 0.37
-0.30 -0.16 -0.08
1.16 -0.26 -0.82